No. 1
A cluster of 7 separate species, C27H59ClO19PSi in total in a non-equilibrium geometry. Source: OMol25; level of theory: ωB97M-V with the def2-TZVPD basis set.

Atoms and positions in Å:
C1 3.5841 -6.0072 2.9032
C2 2.2372 -5.3795 3.4139
C3 1.5520 -4.5136 2.3082
C4 1.0261 -3.1255 2.8181
P1 -0.1834 -2.4366 1.5882
Cl1 0.2113 -3.2258 -0.2969
C5 -1.9893 -2.5470 2.0291
C6 -2.3769 -3.3552 3.3226
O1 -3.3404 -4.3398 2.9796
Si1 -2.7289 -5.9199 2.6955
C7 -1.5351 -6.5569 4.0196
C8 -1.9766 -6.1596 0.9511
C9 -4.2555 -7.0783 2.7486
H1 3.4230 -7.0444 2.5636
H2 4.3193 -6.0673 3.7170
H3 3.9830 -5.4577 2.0350
H4 1.5803 -6.2402 3.6077
H5 2.4070 -4.8218 4.3484
H6 0.7919 -5.0931 1.7616
H7 2.3360 -4.2892 1.5618
H8 1.8947 -2.4410 2.7896
H9 0.6674 -3.1237 3.8569
H10 0.1356 -1.0541 1.4527
H11 -2.3217 -1.4974 2.1561
H12 -2.5132 -2.9062 1.1265
H13 -2.9046 -2.6378 3.9750
H14 -1.5265 -3.7339 3.9090
H15 -0.6922 -5.8440 4.1424
H16 -1.0598 -7.5144 3.7450
H17 -2.0019 -6.6328 5.0163
H18 -1.8871 -5.2338 0.3624
H19 -1.0230 -6.7152 1.0200
H20 -2.6491 -6.8223 0.3758
H21 -4.7359 -6.9112 3.7295
H22 -3.9966 -8.1279 2.5656
H23 -4.9535 -6.6857 1.9861
C10 0.5113 4.9250 -1.1517
O2 1.3471 3.7823 -1.3602
C11 0.9444 2.6903 -0.7343
O3 -0.0216 2.5720 -0.0301
O4 1.7986 1.7029 -1.0163
C12 1.4608 0.4816 -0.3839
H24 0.9456 5.7468 -1.7140
H25 -0.4947 4.7385 -1.5249
H26 0.4852 5.1952 -0.0966
H27 0.4764 0.1420 -0.7147
H28 1.4822 0.5999 0.7021
H29 2.2021 -0.2627 -0.6695
C13 -7.0952 -6.2395 6.8590
O5 -6.4270 -7.4911 6.7220
C14 -7.0003 -8.4883 7.3997
O6 -7.9847 -8.4031 8.0757
O7 -6.2844 -9.5922 7.1907
C15 -6.7900 -10.7467 7.8626
H30 -6.5431 -5.5108 6.2690
H31 -8.1123 -6.2992 6.4736
H32 -7.0993 -5.9155 7.8992
H33 -7.7950 -10.9844 7.5164
H34 -6.7833 -10.5981 8.9417
H35 -6.1303 -11.5760 7.6191
C16 0.7166 3.7672 -7.5421
O8 0.4473 2.5209 -6.8932
C17 0.5381 2.5714 -5.5691
O9 0.8135 3.5402 -4.9168
O10 0.2698 1.3542 -5.0880
C18 0.3407 1.2766 -3.6696
H36 0.6123 3.6020 -8.6115
H37 -0.0022 4.5251 -7.2325
H38 1.7343 4.0980 -7.3354
H39 -0.3912 1.9441 -3.2110
H40 1.3436 1.5106 -3.3215
H41 0.1028 0.2518 -3.3875
C19 4.7854 2.9593 -5.0539
O11 5.9650 3.7418 -5.2172
C20 5.8372 4.7211 -6.1135
O12 4.8514 4.9665 -6.7510
O13 6.9944 5.3762 -6.1752
C21 6.9999 6.4615 -7.1045
H42 4.9982 2.1961 -4.3085
H43 3.9597 3.5748 -4.6957
H44 4.5187 2.4671 -5.9893
H45 6.2588 7.2108 -6.8269
H46 6.8193 6.1036 -8.1174
H47 7.9861 6.9182 -7.0698
C22 5.7999 9.6389 -4.7621
O14 5.4019 9.9194 -6.1027
C23 4.6728 11.0291 -6.2307
O15 4.3482 11.7638 -5.3415
O16 4.3703 11.1753 -7.5193
C24 3.5856 12.3332 -7.8033
H48 6.3822 8.7201 -4.7821
H49 6.4253 10.4395 -4.3686
H50 4.9297 9.4858 -4.1246
H51 4.1236 13.2398 -7.5287
H52 2.6281 12.2860 -7.2858
H53 3.4044 12.3444 -8.8753
C25 -3.9088 2.8885 5.5939
O17 -3.4938 1.8443 4.7102
C26 -3.2638 2.2506 3.4629
O18 -3.3734 3.3687 3.0523
O19 -2.8870 1.1872 2.7462
C27 -2.6042 1.4810 1.3754
H54 -4.0646 2.4400 6.5719
H55 -3.1365 3.6521 5.6768
H56 -4.8460 3.3285 5.2562
H57 -1.7838 2.1867 1.2916
H58 -3.4913 1.8632 0.8710
H59 -2.3090 0.5463 0.8983

## Properties
net charge	+1
HOMO	-11.93	eV
multiplicity	1

---

No. 2
A cluster of 9 separate species, C27H59N5O15S2 in total in a non-equilibrium geometry. Source: OMol25; level of theory: ωB97M-V with the def2-TZVPD basis set.

Atoms and positions in Å:
O1 4.7746 -0.8275 7.4052
S1 5.5238 -0.5574 8.6288
O2 6.7055 -1.3736 8.9191
O3 5.8894 1.0487 8.6953
C1 4.9639 1.8464 9.3635
C2 4.3318 0.8898 10.3640
O4 4.5684 -0.4426 9.9621
H1 5.4869 2.7312 9.7264
H2 4.2385 2.0566 8.5776
H3 3.2631 1.0907 10.4382
H4 4.7564 1.0844 11.3488
O5 0.1548 2.3599 3.1955
S2 -0.7874 1.7124 2.2570
O6 -2.0693 2.3715 1.9821
O7 0.0089 1.4407 0.8671
C3 0.0130 0.0491 0.3953
C4 -0.2041 -0.7563 1.7403
O8 -0.9580 0.1057 2.5475
H5 -0.7320 -0.1752 -0.3681
H6 1.0279 -0.1428 0.0470
H7 0.7193 -1.0084 2.2618
H8 -0.6183 -1.7222 1.4509
C5 -3.7176 -0.1970 -6.8510
N1 -3.2084 -1.4716 -7.3268
C6 -2.8301 -2.5650 -6.6747
C7 -2.6327 -3.8837 -7.3905
O9 -2.5658 -2.4997 -5.5143
H9 -3.8265 -0.3668 -5.7799
H10 -4.6755 0.0095 -7.3284
H11 -3.0178 0.6047 -7.0870
H12 -3.3274 -1.5811 -8.3237
H13 -2.5663 -3.6843 -8.4601
H14 -3.4796 -4.5242 -7.1440
H15 -1.7605 -4.4310 -7.0329
C8 4.2092 -7.1160 5.7756
N2 3.0787 -8.0030 5.6019
C9 1.9332 -7.7551 4.9699
C10 0.7998 -8.8061 5.0072
O10 1.6908 -6.6597 4.4592
H16 4.1872 -6.3636 4.9873
H17 5.1454 -7.6742 5.7679
H18 4.0377 -6.6190 6.7304
H19 3.1967 -8.9682 5.8750
H20 0.7676 -9.0456 6.0701
H21 1.0623 -9.6865 4.4205
H22 -0.1462 -8.4758 4.5781
C11 6.5830 2.0434 0.5530
N3 6.9334 1.9463 -0.9075
C12 7.8671 2.7261 -1.4176
C13 8.2705 2.4248 -2.8667
O11 8.4736 3.6297 -0.7898
H23 7.4680 1.9295 1.1790
H24 5.8368 1.3066 0.8504
H25 6.1682 3.0333 0.7430
H26 6.5557 1.1415 -1.3866
H27 8.6046 3.3318 -3.3704
H28 7.4656 2.0242 -3.4829
H29 8.9747 1.5928 -2.8780
C14 -6.8784 -0.7681 3.5411
N4 -7.4453 -1.8935 2.7815
C15 -7.2227 -2.2857 1.5315
C16 -6.2431 -1.5526 0.6253
O12 -7.8849 -3.2240 1.0755
H30 -5.8068 -0.9118 3.6800
H31 -7.2197 -0.7675 4.5763
H32 -7.0033 0.1946 3.0454
H33 -8.1802 -2.3517 3.3011
H34 -5.5941 -2.2694 0.1221
H35 -5.6534 -0.8359 1.1970
H36 -6.8511 -0.9375 -0.0381
C17 3.6217 -2.3268 -5.0623
N5 3.2069 -3.3768 -4.2161
C18 3.7887 -3.6559 -2.9884
C19 3.2937 -4.9024 -2.2731
O13 4.6387 -2.9036 -2.4936
H37 2.8227 -1.9744 -5.7148
H38 4.5315 -2.6031 -5.5952
H39 3.7554 -1.5070 -4.3566
H40 2.3943 -3.8835 -4.5369
H41 2.8273 -4.6974 -1.3095
H42 4.1765 -5.5274 -2.1379
H43 2.5789 -5.5169 -2.8205
C20 -7.3246 5.9509 -1.4536
C21 -8.7839 5.7413 -0.9612
C22 -8.9080 4.2179 -1.0650
O14 -8.1283 3.8887 -2.2265
C23 -7.0590 4.7730 -2.3410
H44 -6.6300 5.9421 -0.6137
H45 -7.1530 6.8902 -1.9793
H46 -9.6199 6.1049 -1.5587
H47 -8.9372 6.0719 0.0661
H48 -9.9193 3.8119 -1.0902
H49 -8.4207 3.6406 -0.2792
H50 -6.8985 4.9862 -3.3978
H51 -6.1797 4.3602 -1.8465
C24 0.5391 4.8035 -4.0580
C25 1.7889 5.3183 -3.5301
C26 1.7297 6.8559 -3.7602
O15 0.3411 7.2112 -3.7908
C27 -0.3822 5.9659 -3.6552
H52 0.1504 3.8476 -3.7070
H53 0.5680 4.7007 -5.1428
H54 2.6408 4.7808 -3.9467
H55 1.7235 5.1692 -2.4523
H56 2.1454 7.1002 -4.7377
H57 2.3818 7.3377 -3.0317
H58 -1.3534 5.9839 -4.1496
H59 -0.5771 5.8758 -2.5865

## Properties
energy above the lowest of the compared OMol25 structures with the same formula, charge and spin	0.000	eV
net charge	0
HOMO	-9.33	eV
structure (SMILES)	O=S1(=O)OCCO1.O=S1(=O)OCCO1.CNC(C)=O.CNC(C)=O.CNC(C)=O.CNC(C)=O.CNC(C)=O.C1CCOC1.C1CCOC1
multiplicity	1